This record from OMol25 describes 2 unconnected molecules or ions with the total composition C4H14N. The level of theory is the ωB97M-V functional and the def2-TZVPD basis.

Computed properties:
**Energy**: -215.21028 a.u.
**E_HOMO**: -14.459 eV
**Charge**: +1

Each line ends with the natural charge from an NBO analysis.
Positions of all 19 atoms, in Å:
C -1.818427 0.883600 -0.268401  -0.263
C -0.374566 1.494447 0.076784  -0.645
N -2.258405 0.157146 0.894226  -0.706
H -2.369292 1.692846 -0.766991  0.253
H -1.781025 0.274575 -1.088091  0.223
H 0.204276 1.082767 0.849434  0.231
H -0.772872 2.551315 0.224572  0.233
H -2.413625 0.799139 1.778850  0.474
H -3.249827 -0.075866 0.655369  0.452
H -1.637199 -0.769596 0.932932  0.490
H 0.138756 1.675374 -0.865666  0.255
C 2.652973 -0.805056 -0.080643  -0.612
C 1.427361 -1.683438 -0.469656  -0.610
H 3.475190 -1.412130 0.050056  0.222
H 2.949853 0.068409 -0.672123  0.216
H 2.367561 -0.244973 0.742351  0.193
H 0.676832 -1.807885 0.177174  0.169
H 1.799418 -2.622689 -0.809120  0.229
H 0.983026 -1.257984 -1.361057  0.197

Force components x, y, z for each atom (eV/Å):
3.9178 2.6476 -0.2299
-3.7403 2.9183 -2.6017
-2.4155 -0.7481 1.1364
-0.8990 0.0030 1.5795
0.4047 -2.5919 -1.6626
0.5855 -0.6075 0.9264
1.4477 -0.9663 1.0237
1.2819 -1.8788 -1.7101
0.7433 -0.7127 0.6135
-1.7476 2.5622 0.7835
0.4821 -0.6576 0.1136
-2.1360 0.7477 -1.0388
3.3757 1.7305 -3.8905
1.8454 -0.9871 0.7532
-0.2944 -0.7246 -1.1267
-0.0418 0.5170 2.5763
-2.4938 -0.4537 3.1448
0.0128 -0.9278 -0.0062
-0.3284 0.1298 -0.3844